{
  "formula": "C32H38Cl63F3N3O2S",
  "method": "wB97M-V/def2-TZVPD",
  "symbols": ["C", "C", "S", "C", "C", "N", "C", "C", "C", "C", "C", "N", "O", "N", "C", "O", "C", "F", "F", "F", "H", "H", "H", "H", "H", "H", "H", "H", "H", "H", "H", "H", "H", "H", "H", "H", "H", "C", "Cl", "Cl", "Cl", "H", "C", "Cl", "Cl", "Cl", "H", "C", "Cl", "Cl", "Cl", "H", "C", "Cl", "Cl", "Cl", "H", "C", "Cl", "Cl", "Cl", "H", "C", "Cl", "Cl", "Cl", "H", "C", "Cl", "Cl", "Cl", "H", "C", "Cl", "Cl", "Cl", "H", "C", "Cl", "Cl", "Cl", "H", "C", "Cl", "Cl", "Cl", "H", "C", "Cl", "Cl", "Cl", "H", "C", "Cl", "Cl", "Cl", "H", "C", "Cl", "Cl", "Cl", "H", "C", "Cl", "Cl", "Cl", "H", "C", "Cl", "Cl", "Cl", "H", "C", "Cl", "Cl", "Cl", "H", "C", "Cl", "Cl", "Cl", "H", "C", "Cl", "Cl", "Cl", "H", "C", "Cl", "Cl", "Cl", "H", "C", "Cl", "Cl", "Cl", "H", "C", "Cl", "Cl", "Cl", "H"],
  "positions_angstrom": [[7.228237, -5.215257, 2.777608], [6.951679, -4.975776, 1.219244], [5.269856, -4.164306, 1.082439], [4.157393, -5.452709, 1.841509], [2.685013, -4.985190, 1.836578], [2.143717, -3.803775, 2.225990], [0.741748, -3.867669, 2.067465], [0.443447, -5.191171, 1.542027], [-0.940812, -5.826140, 1.207895], [-2.140946, -4.814768, 1.444084], [-3.369185, -5.502889, 2.115876], [-4.708276, -5.447321, 1.545924], [-3.235875, -6.131747, 3.152798], [1.697502, -5.844940, 1.407706], [1.745245, -7.210775, 0.879640], [1.075851, -8.115617, 1.774887], [1.876273, -9.172068, 2.138861], [2.272183, -9.946215, 1.066669], [1.119546, -9.997914, 2.934169], [2.970759, -8.819414, 2.883252], [8.270979, -4.933498, 3.070875], [6.481173, -4.586090, 3.348425], [6.998684, -6.279523, 3.079132], [6.800486, -6.003397, 0.773353], [7.745113, -4.382826, 0.706321], [4.465186, -5.634318, 2.916035], [4.355510, -6.403341, 1.285433], [2.648968, -2.994738, 2.603446], [0.003038, -3.074888, 2.304304], [-1.082373, -6.677556, 1.938586], [-0.954941, -6.285993, 0.177348], [-1.850627, -3.936260, 2.078317], [-2.460949, -4.477016, 0.416849], [-5.110503, -4.576704, 1.924222], [-5.273062, -6.223116, 1.897035], [1.246758, -7.180355, -0.133457], [2.776304, -7.605344, 0.701274], [-4.192318, -1.603498, 2.719824], [-3.915008, -2.880993, 3.919206], [-2.835886, -1.513125, 1.584567], [-5.712298, -1.873200, 1.864678], [-4.260911, -0.653181, 3.242417], [3.420234, -2.757419, -2.577414], [2.658830, -3.015680, -1.002488], [2.453464, -1.651529, -3.552785], [5.059758, -2.142086, -2.375176], [3.474267, -3.711739, -3.095011], [5.626165, -0.151259, -5.453773], [5.443487, -1.303293, -6.781764], [7.334985, 0.141863, -5.115948], [4.791623, 1.364893, -5.827398], [5.171867, -0.580532, -4.566083], [-4.664966, -0.895316, -1.951839], [-4.906124, -2.007652, -3.303230], [-2.953884, -0.826578, -1.510082], [-5.267108, 0.714053, -2.357772], [-5.224910, -1.266772, -1.097539], [-0.767881, -3.288370, -5.224730], [0.504932, -2.624390, -6.252747], [-0.085434, -3.919713, -3.718090], [-1.990919, -2.060957, -4.879177], [-1.245695, -4.106717, -5.755051], [-6.376954, 2.162521, 1.371905], [-6.291026, 1.961081, 3.124230], [-4.768832, 2.467043, 0.704898], [-7.105269, 0.737515, 0.618316], [-7.004919, 3.022273, 1.156731], [3.132561, 0.303710, 1.786056], [3.454500, -0.920024, 3.028152], [4.471663, 0.391798, 0.641249], [1.617040, -0.050686, 0.947275], [3.035877, 1.267755, 2.276518], [-10.175830, 3.586175, 4.471771], [-9.940627, 2.318303, 5.680215], [-9.412801, 5.091534, 4.993594], [-9.530563, 3.078956, 2.905726], [-11.241628, 3.761205, 4.362793], [8.160370, 3.931963, -3.271441], [7.118104, 3.202298, -4.497207], [8.361825, 2.836629, -1.897761], [9.730941, 4.357848, -3.961414], [7.685878, 4.841691, -2.915979], [-1.293186, 1.200597, -6.890610], [0.235923, 1.555330, -6.074760], [-2.486419, 2.465455, -6.558739], [-1.039885, 1.025252, -8.630282], [-1.678358, 0.262176, -6.503646], [6.841806, -4.937757, -4.391930], [6.453184, -4.948936, -2.664522], [5.593647, -4.073339, -5.301480], [8.428734, -4.215106, -4.663616], [6.868239, -5.964084, -4.744875], [-5.986005, -4.917236, -5.683384], [-6.864551, -5.121720, -4.164032], [-6.770797, -3.703292, -6.697523], [-4.301254, -4.472359, -5.372514], [-5.996217, -5.864358, -6.213785], [-0.524790, 5.243773, -9.613962], [-0.071341, 4.009956, -8.433880], [0.781631, 5.504341, -10.775035], [-2.015019, 4.787357, -10.446052], [-0.700175, 6.174307, -9.083999], [-4.104713, 8.376004, -9.186290], [-5.658363, 7.534670, -9.172233], [-2.837472, 7.351274, -8.499254], [-3.680257, 8.872109, -10.827665], [-4.193014, 9.266753, -8.572182], [-4.797053, 4.888238, 5.801729], [-6.468058, 4.311651, 5.809993], [-3.711657, 3.665495, 6.477589], [-4.297739, 5.324489, 4.162125], [-4.739301, 5.776481, 6.424003], [9.104114, 4.627543, 2.000340], [7.546073, 3.789438, 2.025138], [10.366837, 3.611941, 2.704870], [9.530503, 5.096628, 0.351751], [9.016444, 5.528157, 2.600034], [-3.175876, 8.005943, 8.618885], [-2.927676, 6.708806, 9.790075], [-1.840854, 8.064329, 7.462185], [-4.718109, 7.796717, 7.777199], [-3.205711, 8.948396, 9.153880], [-0.778844, 5.391841, -5.088097], [0.490035, 6.104553, -6.089218], [-0.095635, 4.724880, -3.599788], [-2.028881, 6.588094, -4.719367], [-1.236560, 4.580676, -5.646570], [3.755205, -1.636395, 7.287823], [3.478913, -2.801359, 5.981947], [5.479075, -1.497754, 7.639615], [3.075996, -0.060995, 6.867441], [3.251974, -1.998968, 8.178895], [-2.619921, 6.523460, -0.613891], [-2.498690, 6.340295, 1.140904], [-1.080985, 7.066907, -1.291612], [-3.129774, 5.004222, -1.361583], [-3.371672, 7.277177, -0.826782], [-3.844388, 9.462075, 13.159981], [-5.515782, 8.890962, 13.164729], [-2.763090, 8.228448, 13.815111], [-3.347965, 9.918563, 11.524170], [-3.781987, 10.342184, 13.792409]],
  "forces_ev_per_angstrom": [[-0.515, 0.234, -0.111], [-0.970, -1.578, 1.641], [0.197, -0.012, -0.331], [0.626, 0.381, 0.777], [0.718, -1.204, -0.522], [-1.079, -2.016, -0.660], [-0.488, -3.277, -1.251], [0.212, 2.896, 0.835], [0.344, -0.324, 1.244], [-0.389, -0.140, -1.443], [-0.803, -1.295, 1.426], [1.241, 1.041, -0.070], [0.797, 0.349, -1.104], [-0.925, 1.887, 0.838], [0.611, -0.420, -1.131], [1.290, -0.130, -0.356], [-1.000, -2.203, 1.232], [-0.120, 1.575, 1.324], [1.011, 1.444, -1.175], [-1.058, -0.076, -1.410], [-0.968, -0.364, -0.204], [1.151, -0.466, -0.412], [0.537, 1.063, -0.449], [0.575, 1.273, -0.032], [-1.017, -0.367, 0.288], [-0.367, 0.220, -1.091], [-0.733, 0.778, 0.466], [0.030, -0.258, -0.338], [1.153, -0.549, -0.143], [0.223, 0.794, -0.738], [0.032, 0.710, 0.986], [-0.356, -1.014, -0.640], [0.298, 0.137, 1.215], [-0.070, -0.317, -0.668], [0.469, 0.280, 0.268], [0.201, -0.222, 1.303], [-0.732, 0.914, 0.233], [0.051, 0.022, 0.172], [-0.036, 0.178, -0.040], [-0.212, 0.164, 0.330], [0.282, -0.239, 0.163], [-0.010, -0.089, -0.080], [0.086, 0.139, -0.252], [-0.202, -0.083, 0.050], [0.243, 0.071, 0.085], [-0.219, 0.388, 0.159], [0.021, 0.083, 0.078], [0.088, 0.045, -0.038], [-0.091, 0.335, -0.127], [-0.147, -0.513, -0.062], [-0.077, -0.181, 0.000], [0.035, 0.066, -0.125], [-0.136, 0.100, -0.115], [-0.117, 0.100, 0.270], [0.013, 0.091, -0.322], [0.101, -0.145, -0.085], [0.091, 0.065, -0.056], [0.055, 0.230, -0.133], [-0.114, -0.084, -0.052], [-0.156, -0.168, 0.019], [0.229, -0.114, -0.026], [0.066, 0.070, 0.077], [0.155, -0.046, 0.063], [0.141, -0.069, -0.071], [-0.108, 0.027, 0.097], [-0.273, 0.361, -0.085], [0.068, -0.099, 0.041], [0.043, 0.043, -0.465], [0.094, 0.159, 0.258], [-0.135, -0.013, 0.147], [0.028, 0.029, 0.117], [0.004, -0.164, 0.033], [0.072, 0.049, 0.076], [-0.024, 0.069, -0.076], [-0.366, -0.030, -0.095], [-0.235, 0.029, -0.025], [0.135, -0.038, -0.007], [-0.017, -0.013, -0.120], [0.095, 0.568, 0.264], [-0.092, -0.073, -0.135], [-0.083, 0.021, 0.077], [0.079, -0.113, -0.012], [0.039, 0.005, -0.195], [-0.056, -0.037, 0.056], [-0.130, -0.187, 0.084], [-0.180, -0.453, 0.163], [0.063, 0.123, -0.025], [0.060, 0.022, -0.124], [0.124, -0.452, 0.001], [0.127, -0.344, 0.197], [-0.167, -0.058, 0.019], [0.000, 0.119, 0.075], [-0.169, 0.003, -0.040], [0.081, -0.035, -0.096], [0.093, -0.104, 0.064], [-0.080, -0.133, -0.081], [0.013, 0.117, 0.069], [0.025, -0.126, -0.100], [0.150, 0.258, -0.358], [-0.064, 0.034, 0.096], [0.134, -0.092, -0.026], [0.085, -0.098, -0.087], [-0.053, -0.015, -0.162], [0.095, 0.064, 0.042], [-0.200, 0.303, 0.273], [-0.010, -0.005, 0.128], [0.026, -0.123, -0.063], [-0.014, -0.146, -0.045], [0.337, 0.117, 0.110], [-0.007, 0.080, 0.005], [-0.031, 0.005, 0.062], [0.026, -0.235, -0.140], [0.081, -0.014, -0.073], [0.022, 0.046, 0.013], [-0.082, 0.085, -0.015], [0.045, 0.123, 0.230], [-0.006, -0.124, -0.064], [0.183, -0.213, -0.020], [-0.048, 0.118, -0.073], [-0.089, 0.029, 0.052], [-0.037, 0.228, 0.135], [-0.050, -0.129, -0.100], [0.064, 0.046, 0.033], [-0.013, 0.235, 0.305], [-0.002, -0.099, -0.209], [0.013, -0.100, -0.130], [0.083, 0.093, 0.054], [0.163, 0.275, 0.087], [-0.047, -0.135, 0.000], [-0.164, -0.057, -0.026], [0.000, -0.139, 0.037], [0.037, -0.002, -0.145], [0.123, -0.017, -0.038], [-0.040, 0.025, -0.056], [-0.175, 0.074, 0.210], [-0.020, 0.089, 0.020], [0.086, -0.102, 0.030], [-0.078, -0.209, 0.075], [0.111, 0.079, 0.000], [-0.048, 0.117, -0.038], [0.013, 0.194, 0.152], [0.008, -0.088, -0.115]],
  "homo_ha": -0.42511,
  "orbital_gap_ev": 9.1,
  "charge": 1,
  "energy_ha": -31246.41654,
  "max_force_ev_per_a": 3.54
}